Formula: C12H40N18O13P
Source: the Open Molecules 2025 dataset
Level of theory: ωB97M-V/def2-TZVPD

Computed properties:
- orbital gap (eV) = 5.2
- DFT total energy (eV) = -75832.0986
- LUMO energy (eV) = 1.9

Structure (ORCA input):
```
! wB97M-V def2-TZVPD RIJCOSX def2/J DEFGRID3
* xyz -1 1
C -0.278 -2.231 0.230
C 0.038 -0.769 0.501
O 0.848 -0.513 1.337
N -0.626 0.232 -0.293
N -1.634 0.908 0.461
P -3.035 0.760 -0.392
O -2.943 1.300 -1.773
O -3.550 -0.810 -0.499
O -4.227 1.531 0.378
C 0.350 1.098 -0.832
C 0.566 2.505 -0.326
O 1.069 0.676 -1.705
H 0.373 -2.579 -0.582
H -0.042 -2.809 1.123
H -1.311 -2.360 -0.099
H -3.052 -1.236 -1.205
H -3.805 2.119 1.029
H 1.304 2.478 0.485
H -0.340 3.006 0.023
H 0.987 3.109 -1.134
C -2.635 -5.421 1.270
O -1.745 -5.340 0.441
N -2.987 -6.604 1.865
N -3.360 -4.339 1.673
H -3.720 -6.690 2.549
H -2.475 -7.421 1.591
H -3.133 -3.451 1.259
H -4.097 -4.388 2.350
C -6.517 -7.880 2.079
O -5.830 -7.079 2.689
N -5.990 -8.748 1.168
N -7.868 -7.969 2.256
H -6.534 -9.412 0.653
H -4.999 -8.700 1.011
H -8.285 -7.341 2.918
H -8.452 -8.617 1.764
C 2.429 5.111 -3.249
O 1.826 4.650 -2.302
N 1.814 5.418 -4.432
N 3.778 5.352 -3.219
H 2.294 5.792 -5.230
H 0.825 5.251 -4.492
H 4.262 5.132 -2.368
H 4.294 5.728 -3.991
C 3.758 -2.099 -1.487
O 2.885 -2.501 -2.239
N 3.759 -0.849 -0.944
N 4.823 -2.883 -1.123
H 4.476 -0.521 -0.326
H 2.992 -0.233 -1.178
H 4.853 -3.810 -1.499
H 5.556 -2.589 -0.505
C -2.387 5.211 1.481
O -2.736 4.109 1.104
N -2.891 5.815 2.596
N -1.441 5.940 0.808
H -2.608 6.723 2.923
H -3.583 5.308 3.114
H -1.044 5.524 -0.015
H -1.132 6.847 1.097
C -1.569 6.911 5.834
O -1.865 7.035 4.659
N -2.466 7.122 6.844
N -0.317 6.549 6.235
H -2.244 7.023 7.815
H -3.397 7.388 6.581
H 0.363 6.382 5.516
H -0.050 6.437 7.194
C 6.795 -5.103 1.105
O 6.773 -3.925 0.804
N 6.677 -6.101 0.178
N 6.939 -5.527 2.396
H 6.690 -7.076 0.405
H 6.568 -5.825 -0.780
H 7.026 -4.820 3.102
H 6.958 -6.491 2.667
C 2.281 3.065 -7.575
O 2.278 4.229 -7.954
N 2.123 2.016 -8.437
N 2.441 2.723 -6.271
H 2.120 1.056 -8.149
H 2.001 2.234 -9.408
H 2.557 3.475 -5.615
H 2.448 1.778 -5.934
*
```